ORCA calculation (ωB97M-V/def2-TZVPD) on the molecule C3H8N4O in a non-equilibrium geometry.

The geometry in XYZ format:
```
16
C3H8N4O (ωB97M-V/def2-TZVPD)
H 2.282 2.724 -0.073
N 1.697 1.920 0.010
C 0.733 1.913 -0.937
N -0.154 0.901 -0.971
C -0.083 -0.201 -0.141
N -1.062 -1.209 -0.244
C -2.373 -0.677 -0.493
N 0.945 -0.540 0.806
O 0.548 -1.627 1.616
H 0.705 2.514 -1.878
H -0.934 -1.783 0.634
H -3.281 -1.373 -0.283
H -2.457 0.332 0.189
H -2.440 -0.688 -1.638
H 1.471 0.272 1.222
H 0.624 -2.702 1.128
```

The frontier orbital gap is 8.74 eV. Its relative energy (zero: lowest compared OMol25 entry of this formula, charge and spin) is 514.6 kJ/mol. Its SMILES is [H]/N=C/N=C(/NC)NO. The calculation puts the HOMO energy at -8.6 eV. Its net charge is 0.

ORCA calculation (ωB97M-V/def2-TZVPD) on a cluster of 2 separate species, C3H7N2O in total in a non-equilibrium geometry.

The geometry in XYZ format:
```
13
C3H7N2O (ωB97M-V/def2-TZVPD)
C 3.329 -1.074 -1.316
C 0.189 0.532 -0.203
C -2.123 0.183 0.816
N -1.090 0.840 0.059
N 0.947 -0.525 0.012
O 4.346 -1.470 -1.497
H 0.541 1.378 -0.762
H -2.853 0.965 1.074
H -2.729 -0.379 0.203
H -1.727 -0.422 1.599
H -1.510 1.578 -0.483
H 1.915 -0.331 -0.181
H 0.765 -1.275 0.680
```

The frontier orbital gap is 11.76 eV. Its relative energy (zero: lowest compared OMol25 entry of this formula, charge and spin) is 122.0 kJ/mol. The calculation puts the HOMO energy at -15.4 eV. Its net charge is +1.

ORCA calculation (ωB97M-V/def2-TZVPD) on a structure of composition C11H13F4INO3 in a non-equilibrium geometry.

The geometry in XYZ format:
```
33
C11H13F4INO3 (ωB97M-V/def2-TZVPD)
O 3.080 -1.625 2.142
C 2.351 -1.169 1.217
O 1.315 -0.277 1.653
C 1.111 0.712 0.584
C 0.157 1.931 0.993
C -1.366 1.524 1.292
C -2.262 1.240 -0.013
N -2.746 -0.172 -0.144
C -3.110 -0.678 -1.465
C -3.525 -2.167 -1.319
C -3.414 -2.513 0.204
C -2.935 -1.201 0.869
O 2.492 -1.549 -0.157
C 3.643 -0.974 -0.770
F 4.491 -2.087 -1.144
F 4.424 -0.150 0.072
C 3.297 -0.238 -2.181
F 2.363 -1.048 -2.878
F 2.727 1.052 -2.010
H 0.691 0.228 -0.366
H 2.155 1.172 0.376
H 0.173 2.676 0.110
H 0.585 2.513 1.955
H -1.365 0.682 2.065
H -1.848 2.437 1.820
H -3.154 1.972 -0.126
H -1.602 1.435 -0.942
H -3.115 -0.147 -2.469
H -3.842 -2.900 -2.129
H -3.603 -3.477 0.775
H -2.723 -0.973 1.977
H 4.292 -0.096 -2.725
I 1.262 3.869 2.731
```

The frontier orbital gap is 5.73 eV. The calculation puts the HOMO energy at -3.0 eV. Its net charge is -1.

ORCA calculation (ωB97M-V/def2-TZVPD) on a structure of composition C23H64BeN5O10 in a non-equilibrium geometry.

The geometry in XYZ format:
```
103
C23H64BeN5O10 (ωB97M-V/def2-TZVPD)
Be -0.087 1.460 -4.388
O -0.901 -0.258 -0.112
C -0.163 0.353 -1.061
O -0.641 0.404 -2.242
O 1.030 0.606 -0.861
H -1.635 -0.605 -0.668
C -2.063 2.801 1.425
C -3.021 1.738 1.880
C -4.066 1.370 0.810
O -4.818 2.528 0.519
C -5.591 2.399 -0.652
N -2.233 0.579 2.299
H -1.389 2.424 0.649
H -1.508 3.126 2.307
H -2.532 3.707 1.038
H -3.502 2.077 2.802
H -4.666 0.540 1.199
H -3.525 1.071 -0.100
H -6.382 3.143 -0.671
H -6.023 1.392 -0.681
H -4.999 2.479 -1.575
H -2.719 -0.315 2.225
H -1.460 0.465 1.645
C 3.109 3.404 -4.117
C 1.727 2.863 -3.725
C 0.869 3.996 -3.154
O -0.277 3.270 -2.958
C -1.399 3.785 -2.257
N 1.077 2.293 -4.954
H 3.846 2.601 -4.217
H 3.478 4.096 -3.363
H 3.199 3.832 -5.121
H 1.844 2.111 -2.944
H 0.603 4.736 -3.923
H 1.271 4.474 -2.263
H -1.163 3.960 -1.204
H -2.157 3.006 -2.285
H -1.772 4.730 -2.659
H 1.081 3.105 -5.572
H 1.711 1.617 -5.379
C 3.140 -2.509 2.564
C 1.852 -1.695 2.260
C 2.124 -0.172 2.358
O 2.798 0.220 3.546
C 1.938 0.394 4.653
N 1.450 -2.051 0.887
H 3.743 -2.473 1.653
H 2.934 -3.563 2.734
H 3.631 -1.993 3.386
H 1.066 -1.897 2.991
H 1.152 0.314 2.217
H 2.787 0.141 1.550
H 2.462 0.878 5.479
H 1.627 -0.531 5.154
H 1.067 0.982 4.355
H 0.781 -1.343 0.589
H 2.273 -1.764 0.360
C 5.307 -0.719 -3.675
C 4.214 -0.770 -2.622
C 4.679 -0.950 -1.189
O 5.644 0.038 -0.842
C 5.896 0.100 0.530
N 3.452 0.478 -2.767
H 6.049 -1.517 -3.705
H 5.904 0.196 -3.636
H 4.783 -0.712 -4.634
H 3.579 -1.587 -2.974
H 5.056 -1.953 -0.972
H 3.829 -0.702 -0.540
H 6.694 0.795 0.794
H 6.160 -0.838 1.028
H 5.024 0.518 1.051
H 2.822 0.627 -1.978
H 4.153 1.201 -2.598
C -1.951 -4.200 2.703
C -3.205 -3.751 1.971
C -4.471 -4.135 2.745
O -4.612 -5.551 2.815
C -5.798 -5.937 3.459
N -3.188 -2.335 1.669
H -1.094 -4.016 2.049
H -1.913 -5.252 2.979
H -1.848 -3.655 3.644
H -3.290 -4.362 1.060
H -5.358 -3.824 2.180
H -4.440 -3.677 3.738
H -5.738 -5.902 4.550
H -6.016 -6.950 3.122
H -6.654 -5.322 3.155
H -4.035 -2.025 1.214
H -2.374 -2.116 1.110
C -2.965 -2.890 -1.848
O -3.173 -1.556 -1.383
H -2.246 -3.438 -1.245
H -3.931 -3.380 -1.960
H -2.514 -2.836 -2.846
H -3.867 -1.135 -1.895
C 1.758 3.496 0.847
O 1.963 3.168 -0.522
H 2.371 2.864 1.492
H 2.032 4.536 1.024
H 0.702 3.417 1.115
H 1.635 2.258 -0.646
```

The frontier orbital gap is 4.02 eV. Its relative energy (zero: lowest compared OMol25 entry of this formula, charge and spin) is 0.0 kJ/mol. The calculation puts the HOMO energy at -10.5 eV. Its net charge is +1.

- The lowest frontier orbital gap belongs to which entry?
  C23H64BeN5O10

- What is the net charge in the third record?
  -1

Please write out number 1 again, unchanged.
ORCA calculation (ωB97M-V/def2-TZVPD) on the molecule C3H8N4O in a non-equilibrium geometry.

The geometry in XYZ format:
```
16
C3H8N4O (ωB97M-V/def2-TZVPD)
H 2.282 2.724 -0.073
N 1.697 1.920 0.010
C 0.733 1.913 -0.937
N -0.154 0.901 -0.971
C -0.083 -0.201 -0.141
N -1.062 -1.209 -0.244
C -2.373 -0.677 -0.493
N 0.945 -0.540 0.806
O 0.548 -1.627 1.616
H 0.705 2.514 -1.878
H -0.934 -1.783 0.634
H -3.281 -1.373 -0.283
H -2.457 0.332 0.189
H -2.440 -0.688 -1.638
H 1.471 0.272 1.222
H 0.624 -2.702 1.128
```

The frontier orbital gap is 8.74 eV. Its relative energy (zero: lowest compared OMol25 entry of this formula, charge and spin) is 514.6 kJ/mol. Its SMILES is [H]/N=C/N=C(/NC)NO. The calculation puts the HOMO energy at -8.6 eV. Its net charge is 0.

- frontier orbital gap of number 3 (C11H13F4INO3)?
  5.73 eV